Record 1
18
Properties=species:S:1:pos:R:3:forces:R:3 method="wB97M-V/def2-TZVPD" max_force_ev_per_a=0.96 spin_multiplicity=1 orbital_gap_ev=7.88 relative_energy_kj_mol=19.0 homo_energy_ha=-0.1421 total_charge=-1
C 1.063 1.656 -1.850 -0.591 -0.204 0.678
C 1.136 0.319 -2.564 -0.169 -0.360 -0.018
H 0.068 2.097 -1.963 0.247 0.245 -0.400
H 1.088 1.499 -0.768 0.283 -0.087 0.001
H 1.869 2.345 -2.109 -0.164 0.042 -0.161
H 0.321 -0.341 -2.267 -0.237 0.191 0.151
H 2.029 -0.235 -2.277 0.293 0.089 -0.269
H 1.066 0.410 -3.653 0.260 0.047 0.091
C -1.350 -0.954 2.104 -0.035 0.184 -0.139
C 0.137 -0.704 2.348 0.248 -0.757 -0.526
C -1.743 -0.673 0.634 -0.020 0.124 -0.352
O -1.673 -1.643 -0.157 0.107 -0.054 0.049
O -2.082 0.508 0.374 0.127 -0.036 0.078
H -1.596 -1.999 2.306 -0.032 0.116 0.257
H -1.942 -0.267 2.707 -0.090 -0.126 0.233
H 0.419 -0.694 3.401 -0.079 0.173 0.120
H 0.481 0.196 1.848 -0.096 0.352 0.161
H 0.711 -1.519 1.887 -0.052 0.062 0.046

=====

Record 2
16
Properties=species:S:1:pos:R:3:forces:R:3 method="wB97M-V/def2-TZVPD" max_force_ev_per_a=4.10 spin_multiplicity=1 orbital_gap_ev="7.59 / 8.34" relative_energy_kj_mol=688.9 homo_energy_ha="-0.3203 / -0.3476"
C -1.282 1.334 1.221 -0.617 -2.520 -2.322
C 2.467 -0.579 -1.251 -1.823 -1.053 -1.244
C -1.897 0.188 0.299 -3.327 -0.495 2.347
N 1.984 -1.009 0.049 -0.530 -0.840 0.082
O 0.081 -2.277 1.251 -0.077 -0.143 1.089
O -1.329 -0.446 -0.726 3.767 -0.192 -1.385
S 0.569 -1.572 0.116 -0.945 0.627 -2.791
H -0.212 1.226 1.140 0.375 0.316 0.650
H -1.647 2.181 0.744 0.010 2.183 -0.542
H -1.772 1.244 2.173 0.394 -0.126 0.586
H 2.120 -1.018 -2.249 -0.467 0.257 1.618
H 3.482 -0.619 -1.370 2.951 -0.974 0.595
H 2.366 0.445 -1.245 -0.920 2.556 -0.553
H -2.953 0.521 -0.109 1.646 -0.301 0.669
H -2.142 -0.669 0.945 -0.544 0.438 0.846
H 0.365 -2.334 -1.025 0.105 0.267 0.354

=====

Record 3
61
Properties=species:S:1:pos:R:3:forces:R:3 method="wB97M-V/def2-TZVPD" max_force_ev_per_a=0.56 spin_multiplicity=1 orbital_gap_ev=4.50 relative_energy_kj_mol=7.6 homo_energy_ha=-0.0461 total_charge=-2
Al 1.060 -0.716 0.744 0.112 0.243 0.491
O 3.776 1.162 6.781 -0.008 -0.006 -0.009
C 3.406 0.847 5.667 0.025 0.005 0.018
S 2.539 1.915 4.575 -0.008 0.019 -0.001
C 2.420 0.814 3.211 0.000 -0.023 -0.037
C 2.937 -0.417 3.381 0.043 -0.011 -0.005
S 2.940 -1.693 2.193 -0.136 0.051 -0.103
S 3.666 -0.739 4.950 0.006 -0.005 0.006
S 1.636 1.390 1.759 -0.062 -0.093 -0.028
C -6.831 -0.507 0.730 0.005 0.004 0.001
C -5.454 -0.620 1.331 -0.005 -0.010 0.008
C -4.353 -0.044 0.701 0.010 0.013 -0.022
C -3.078 -0.169 1.229 -0.015 0.019 0.009
C -2.889 -0.879 2.407 0.003 -0.005 0.030
C -3.972 -1.459 3.048 0.002 -0.034 -0.026
C -5.246 -1.326 2.510 -0.006 0.005 -0.008
S -1.246 -0.983 3.127 0.083 0.002 0.048
O -1.387 -1.985 4.164 -0.008 0.006 0.036
O -0.919 0.361 3.519 -0.010 0.010 -0.033
N -0.299 -1.484 1.967 -0.154 -0.045 -0.143
C -0.464 -2.914 1.685 -0.005 0.005 0.013
C 0.183 -3.267 0.355 0.124 0.016 0.011
O -0.015 -4.355 -0.165 -0.023 -0.012 0.008
O 0.957 -2.346 -0.129 -0.099 -0.122 -0.078
H -6.936 0.418 0.161 -0.003 -0.001 -0.001
H -7.602 -0.521 1.503 0.000 -0.003 -0.002
H -7.032 -1.337 0.048 0.002 0.001 0.000
H -4.493 0.515 -0.219 -0.001 -0.003 0.004
H -2.229 0.279 0.730 0.051 0.007 -0.031
H -3.800 -2.013 3.961 0.005 0.011 -0.003
H -6.093 -1.781 3.015 0.003 0.001 0.001
H -1.515 -3.215 1.631 -0.011 0.008 -0.003
H 0.011 -3.528 2.456 -0.010 -0.013 -0.012
C -0.071 0.337 -0.592 0.085 0.077 -0.007
C -0.565 1.109 -1.396 -0.093 -0.105 -0.039
C -1.134 2.024 -2.336 0.021 0.032 0.062
C -0.743 3.370 -2.339 -0.020 -0.014 -0.006
C -1.285 4.263 -3.248 -0.006 0.007 -0.007
C -2.231 3.840 -4.174 0.003 0.009 0.002
C -2.629 2.510 -4.179 0.002 -0.003 0.007
C -2.089 1.612 -3.272 -0.019 -0.012 -0.025
H -0.011 3.692 -1.609 0.001 0.008 -0.010
H -0.968 5.299 -3.232 0.000 0.001 0.001
H -2.654 4.541 -4.884 0.001 0.001 0.000
H -3.367 2.169 -4.895 0.000 -0.003 0.001
H -2.397 0.574 -3.274 0.006 0.001 0.007
N 7.092 -0.187 -3.009 -0.026 -0.159 -0.006
C 5.860 -0.277 -3.551 0.011 0.010 0.049
S 5.662 -0.367 -5.187 -0.022 0.052 -0.013
C 4.739 -0.279 -2.569 0.010 0.014 -0.028
C 4.905 0.202 -1.273 0.024 0.080 0.027
C 3.854 0.125 -0.377 -0.048 -0.006 0.005
N 2.676 -0.396 -0.709 0.076 -0.068 -0.156
C 2.496 -0.831 -1.955 0.031 0.021 -0.006
C 3.494 -0.788 -2.914 0.033 -0.047 0.000
H 7.870 -0.301 -3.636 0.004 0.045 0.004
H 7.230 -0.399 -2.035 -0.032 0.044 0.030
H 5.820 0.672 -0.938 0.036 -0.007 -0.044
H 3.932 0.487 0.638 0.013 -0.012 0.005
H 1.518 -1.238 -2.171 0.001 -0.012 0.015
H 3.317 -1.167 -3.910 -0.003 0.004 -0.008

=====

Record 4
21
Properties=species:S:1:pos:R:3:forces:R:3 method="wB97M-V/def2-TZVPD" max_force_ev_per_a=2.78 spin_multiplicity=1 orbital_gap_ev=7.06 relative_energy_kj_mol=124.5 homo_energy_ha=-0.1162 total_charge=-1
C -0.442 1.230 -0.957 -0.483 -0.702 0.729
N -1.586 0.464 -0.389 0.057 -0.357 0.263
C -1.505 -1.141 0.045 0.808 2.181 -1.527
O -0.606 -1.821 -0.594 1.256 -0.539 0.518
C 0.787 1.525 -0.024 -1.149 0.088 -0.608
C 1.752 2.411 -0.826 0.171 -1.137 -0.894
N 1.511 0.340 0.363 1.174 0.682 -0.123
H -0.944 2.168 -1.164 0.275 0.649 -0.348
H -0.080 0.827 -1.930 0.148 -0.070 0.458
H -2.300 0.538 -1.112 0.033 -0.215 0.184
H -2.483 -1.495 -0.303 -0.992 0.362 0.929
H -1.378 -0.922 1.152 -0.362 -0.682 -0.383
H 0.424 1.980 0.909 0.016 0.231 -0.298
H 1.869 1.861 -1.792 0.204 0.261 0.491
H 1.397 3.383 -1.162 -0.123 0.244 0.544
H 2.749 2.423 -0.370 -0.294 0.360 0.063
H 0.963 -0.263 0.932 -0.568 -0.621 0.044
H 1.775 -0.132 -0.490 -0.178 -0.592 0.082
H -0.893 -2.517 2.012 0.076 -0.145 0.145
H 0.428 -2.612 1.391 -0.012 -0.135 -0.315
O -0.011 -2.859 2.218 -0.058 0.139 0.047

=====

Record 5
10
Properties=species:S:1:pos:R:3:forces:R:3 method="wB97M-V/def2-TZVPD" max_force_ev_per_a=2.28 spin_multiplicity=1 orbital_gap_ev=9.13 relative_energy_kj_mol=463.5 homo_energy_ha=-0.3012
C 0.124 0.839 -0.044 -0.184 0.161 0.139
C 1.033 -0.406 -0.036 0.155 0.042 0.033
O -0.024 -1.177 -0.662 -0.241 -0.202 -0.004
C -0.935 -0.182 -0.426 -0.571 -0.275 2.192
H 0.383 1.559 -0.829 -0.179 -0.214 0.035
H -0.040 1.353 0.898 0.198 0.025 -0.072
H 1.943 -0.398 -0.644 -0.217 0.029 0.088
H 1.239 -0.805 0.965 -0.075 0.093 -0.112
H -1.992 -0.340 -0.204 -0.563 0.266 -2.030
H -1.731 -0.444 0.982 1.676 0.075 -0.269

=====

Record 6
64
Properties=species:S:1:pos:R:3:forces:R:3 method="wB97M-V/def2-TZVPD" max_force_ev_per_a=5.98 spin_multiplicity=1 orbital_gap_ev=5.09 homo_energy_ha=-0.3620 total_charge=+1
C 2.030 -2.387 0.668 -0.231 0.102 -0.719
C 2.130 -1.277 -0.575 -0.287 0.157 0.165
C 0.863 -1.456 -1.650 1.835 -2.262 1.731
O 0.720 -0.209 -2.451 -0.827 -0.199 0.998
N -0.597 0.175 -2.481 -3.769 1.741 0.329
C -1.507 -0.690 -3.325 -0.507 -2.109 -1.988
C -1.103 1.274 -1.827 2.977 0.450 1.281
N -0.086 2.075 -0.984 -1.357 -1.415 -1.410
C 0.665 3.076 -1.827 0.391 1.286 -2.377
O 1.815 3.681 -1.136 -2.564 0.277 -1.174
C 1.962 5.113 -1.436 0.974 1.864 1.025
N -2.501 1.787 -1.814 0.948 -2.599 -0.228
B -2.930 2.588 -3.000 -0.929 3.655 -2.538
O -2.660 4.070 -2.956 -0.702 -3.927 -1.854
O -3.611 2.078 -4.230 -0.420 0.516 3.847
C -3.528 0.931 -1.170 -3.413 -3.958 2.900
C -5.177 1.209 -1.226 0.885 -2.703 1.553
C -6.285 0.211 -0.485 3.877 -0.815 0.441
C -5.818 -1.100 0.387 2.775 3.049 -2.201
C -4.204 -1.390 0.490 -1.904 2.990 -1.768
C -3.095 -0.403 -0.261 -3.222 0.130 -0.006
H 1.001 -2.965 0.665 2.032 1.216 -0.066
H 2.109 -1.821 1.694 0.077 -1.301 -2.055
H 2.873 -3.179 0.485 -1.645 1.535 0.778
H 3.172 -1.400 -1.123 -2.376 0.308 0.997
H 2.105 -0.197 -0.121 -0.024 -2.002 -0.929
H 1.172 -2.395 -2.314 -0.979 2.304 0.960
H -0.104 -1.745 -1.055 1.710 0.934 -1.266
H -2.145 -0.086 -4.125 1.369 -0.901 2.145
H -0.820 -1.416 -3.977 -1.276 1.828 1.604
H -2.206 -1.416 -2.701 1.445 1.928 -0.952
H 0.534 1.438 -0.441 -0.304 0.418 -1.062
H -0.146 3.871 -2.196 1.783 -1.476 1.087
H 1.095 2.604 -2.834 -0.857 0.543 2.105
H 0.970 5.675 -1.697 1.709 -1.394 0.375
H 2.364 5.617 -0.431 -0.894 -1.212 -2.179
H 2.790 5.358 -2.248 -1.864 -0.929 1.456
H -2.891 4.458 -3.864 0.336 -0.830 1.847
H -4.547 1.782 -3.963 2.002 0.308 -0.722
H -5.638 2.130 -1.795 1.221 -1.917 1.262
H -7.442 0.488 -0.582 2.956 -0.627 0.199
H -6.651 -1.764 0.912 2.219 1.540 -1.257
H -3.885 -2.325 1.159 -0.450 2.410 -1.775
H -1.961 -0.732 -0.099 -2.672 1.023 -0.448
N -0.293 1.986 2.463 -0.002 -0.046 -0.127
C -0.372 0.994 3.406 0.076 -0.150 0.120
C 0.294 1.423 4.532 -0.195 -0.354 -0.135
C 0.786 2.722 4.261 0.026 0.297 -0.293
C 0.407 3.046 2.978 0.129 0.101 0.050
H -0.691 1.943 1.534 0.044 0.187 0.363
H -0.892 0.069 3.194 0.054 0.138 0.091
H 0.412 0.862 5.450 -0.042 0.096 -0.161
H 1.356 3.354 4.930 -0.119 -0.100 -0.130
H 0.575 3.937 2.388 -0.016 -0.146 0.122
N 4.989 -4.035 2.512 -0.014 0.080 -0.002
C 4.458 -4.660 3.611 -0.109 -0.070 0.083
C 4.607 -6.018 3.441 -0.158 0.279 0.255
C 5.254 -6.220 2.199 0.138 0.160 -0.347
C 5.481 -4.978 1.648 -0.006 -0.109 -0.134
H 5.013 -3.035 2.363 0.058 -0.409 0.115
H 4.021 -4.086 4.417 0.083 -0.132 -0.113
H 4.284 -6.782 4.138 0.069 0.152 -0.107
H 5.527 -7.168 1.755 -0.026 0.181 0.075
H 5.948 -4.686 0.717 -0.041 -0.090 0.162